[1]
64
Properties=species:S:1:pos:R:3 method="wB97M-V/def2-TZVPD" charge=-2 gap_ev=6.212 e_homo_ev=-1.786
W 1.197 1.921 1.211
S 3.887 0.996 -2.083
Sb 4.118 2.113 -0.123
S 3.368 0.910 1.817
S 2.317 3.784 0.270
S 6.059 3.167 0.386
C -3.575 3.773 -1.313
C -2.254 3.546 -1.681
C -1.290 3.228 -0.741
C -1.621 3.100 0.618
C -2.956 3.343 0.983
C -3.907 3.674 0.032
N -0.650 2.733 1.550
N -1.137 2.764 2.862
C -0.517 1.916 3.623
C -0.915 1.718 4.995
C -0.403 0.691 5.708
C 0.561 -0.179 5.116
C 0.987 0.103 3.856
N 0.524 1.141 3.117
H -4.323 4.023 -2.055
H -1.962 3.625 -2.722
H -0.265 3.081 -1.051
H -3.225 3.256 2.024
H -4.931 3.848 0.349
H -1.659 2.393 5.396
H -0.725 0.526 6.730
H 0.981 -1.014 5.657
H 1.757 -0.493 3.381
C 0.929 0.853 -0.148
Ge 0.610 -0.804 -0.979
C -1.289 -1.243 -0.687
C -2.099 -0.407 0.079
C -3.441 -0.706 0.283
C -3.989 -1.854 -0.272
C -3.194 -2.699 -1.036
C -1.856 -2.391 -1.241
C 0.932 -0.846 -2.908
C 0.955 0.340 -3.639
C 1.129 0.320 -5.015
C 1.293 -0.888 -5.680
C 1.288 -2.076 -4.962
C 1.109 -2.051 -3.584
C 1.657 -2.228 -0.112
C 3.012 -2.407 -0.388
C 3.748 -3.357 0.308
C 3.143 -4.132 1.289
C 1.798 -3.952 1.579
C 1.061 -3.002 0.880
H -1.671 0.488 0.517
H -4.053 -0.036 0.875
H -5.036 -2.089 -0.113
H -3.618 -3.596 -1.474
H -1.246 -3.055 -1.846
H 0.866 1.285 -3.115
H 1.156 1.252 -5.568
H 1.440 -0.902 -6.754
H 1.434 -3.021 -5.473
H 1.127 -2.983 -3.027
H 3.501 -1.767 -1.113
H 4.805 -3.472 0.099
H 3.724 -4.862 1.840
H 1.324 -4.540 2.356
H 0.012 -2.856 1.117

=====

[2]
16
Properties=species:S:1:pos:R:3 method="wB97M-V/def2-TZVPD" gap_ev=12.859 e_homo_ev=-11.704
C 1.094 1.993 1.124
C -0.361 1.662 1.357
H 1.606 1.189 0.603
H 1.280 2.943 0.611
H 1.632 2.074 2.070
H -0.973 2.512 1.666
H -0.520 0.902 2.126
H -0.852 1.286 0.460
C -0.744 -2.456 -0.979
C 0.018 -1.225 -1.484
H -0.679 -2.504 0.113
H -1.793 -2.486 -1.246
H -0.262 -3.372 -1.318
H 1.065 -1.466 -1.623
H -0.122 -0.375 -0.824
H -0.367 -0.913 -2.458

=====

So what do the calculations give for ΔE to the lowest compared entry with this formula, charge and spin? Going down the list: 0.052 0.133 eV.